Record 1
Density functional theory data (ωB97M-V/def2-TZVPD) for 4 unconnected molecules or ions with the total composition C19H43BrN3O6 at a distorted geometry.

Positions of all 72 atoms, in Å:
1 C 1.28 -1.62 1.43
2 C 0.12 -2.29 2.16
3 C 0.31 -3.85 2.63
4 N -0.39 -4.21 3.92
5 C 0.53 -4.16 5.13
6 N 1.62 -5.14 5.47
7 C 1.45 -5.62 6.93
8 C 1.98 -7.19 7.14
9 C 3.44 -7.57 6.97
10 N 0.29 -3.12 6.03
11 Br 1.08 -1.44 5.74
12 H 1.35 -0.45 1.32
13 H 2.15 -2.26 0.97
14 H -0.83 -1.63 2.29
15 H -0.19 -4.52 1.78
16 H 1.45 -4.09 2.60
17 H -0.65 -5.23 3.83
18 H 2.55 -4.63 5.51
19 H 0.31 -5.52 7.25
20 H 2.10 -4.98 7.68
21 H 1.22 -8.02 7.47
22 H 3.67 -8.55 6.32
23 H 4.31 -6.94 7.47
24 H -0.36 -3.24 6.86
25 C -0.02 -0.96 -2.43
26 O 1.12 -0.60 -1.67
27 C 2.34 -1.07 -2.25
28 C 3.06 0.04 -3.02
29 O 2.30 0.46 -4.16
30 C 1.58 1.67 -3.91
31 H -0.87 -0.35 -2.10
32 H 0.13 -0.79 -3.50
33 H -0.26 -2.02 -2.26
34 H 2.15 -1.94 -2.90
35 H 2.98 -1.40 -1.43
36 H 4.01 -0.34 -3.40
37 H 3.28 0.89 -2.36
38 H 2.26 2.52 -3.96
39 H 1.07 1.66 -2.95
40 H 0.83 1.78 -4.70
41 C -4.65 4.42 -5.14
42 O -4.15 3.33 -5.90
43 C -2.99 3.67 -6.66
44 C -1.71 3.19 -5.96
45 O -1.50 3.87 -4.72
46 C -1.90 3.10 -3.60
47 H -5.34 4.03 -4.39
48 H -3.85 4.96 -4.62
49 H -5.18 5.11 -5.80
50 H -2.95 4.75 -6.84
51 H -3.07 3.17 -7.62
52 H -0.85 3.42 -6.60
53 H -1.73 2.11 -5.81
54 H -1.14 2.33 -3.40
55 H -2.87 2.62 -3.76
56 H -1.97 3.76 -2.73
57 C 0.64 4.15 2.07
58 O -0.63 3.58 2.36
59 C -1.62 3.93 1.39
60 C -1.84 2.80 0.38
61 O -0.67 2.59 -0.42
62 C 0.09 1.47 0.03
63 H 1.39 3.64 2.67
64 H 0.90 4.06 1.02
65 H 0.63 5.21 2.35
66 H -1.36 4.87 0.89
67 H -2.56 4.10 1.94
68 H -2.65 3.09 -0.30
69 H -2.14 1.87 0.88
70 H -0.39 0.54 -0.29
71 H 0.22 1.47 1.11
72 H 1.08 1.53 -0.44

Computed properties:
total charge = +1
orbital gap = 3.344 eV

Record 2
Density functional theory data (ωB97M-V/def2-TZVPD) for a molecular structure, C19H43CeOP3S at a distorted geometry.

Positions of all 68 atoms, in Å:
1 Ce 0.98 0.53 0.60
2 P -2.52 1.10 0.20
3 P -0.94 -0.93 2.36
4 P -0.08 1.00 -2.44
5 H 3.01 -3.47 1.11
6 C 3.70 -2.82 0.55
7 C 3.94 -1.59 1.01
8 H 4.04 -1.41 2.11
9 C -3.62 -0.16 -0.57
10 C -3.33 1.53 1.79
11 C -2.94 2.65 -0.68
12 C 0.44 -1.89 3.13
13 C -1.52 -0.21 3.95
14 C -2.19 -2.28 2.25
15 C 1.57 0.85 -3.24
16 C -0.48 2.65 -3.17
17 C -1.14 -0.20 -3.37
18 H 4.22 -3.28 -0.33
19 H 4.35 -0.78 0.37
20 H -4.68 0.15 -0.59
21 H -3.53 -1.11 -0.01
22 H -3.29 -0.37 -1.61
23 H -4.33 1.97 1.66
24 H -2.69 2.26 2.31
25 H -3.43 0.67 2.45
26 H -3.99 2.66 -1.03
27 H -2.28 2.80 -1.55
28 H -2.78 3.51 -0.01
29 H -0.04 -2.65 3.75
30 H 1.07 -1.25 3.78
31 H 1.08 -2.35 2.36
32 H -1.75 -1.01 4.68
33 H -2.41 0.41 3.85
34 H -0.74 0.43 4.37
35 H -1.98 -3.04 3.03
36 H -2.13 -2.76 1.26
37 H -3.24 -1.94 2.37
38 H 1.57 1.07 -4.31
39 H 2.02 -0.14 -3.08
40 H 2.22 1.58 -2.73
41 H 0.04 2.82 -4.12
42 H -0.11 3.41 -2.45
43 H -1.55 2.85 -3.33
44 H -0.79 -0.36 -4.40
45 H -2.20 0.12 -3.40
46 H -1.12 -1.17 -2.84
47 C 2.19 -1.92 -1.40
48 C 1.44 -3.11 -1.50
49 C 1.80 -3.97 -2.55
50 C 2.77 -3.56 -3.48
51 C 3.67 -2.54 -3.17
52 C 3.31 -1.63 -2.19
53 O 1.83 -1.11 -0.41
54 H -0.58 -0.59 0.25
55 H 0.70 -3.34 -0.75
56 H 1.35 -4.98 -2.61
57 H 2.85 -4.11 -4.42
58 H 4.64 -2.46 -3.72
59 H 3.90 -0.75 -1.94
60 C -0.12 4.37 1.22
61 S 0.25 2.80 1.97
62 C 0.96 3.16 3.61
63 H -0.32 4.31 0.16
64 H 0.73 5.06 1.37
65 H -1.02 4.80 1.70
66 H 1.49 4.10 3.53
67 H 0.13 3.24 4.33
68 H 1.63 2.38 3.97

Computed properties:
total charge = +3
orbital gap (spin up / spin down) = 6.477 / 3.423 eV
ΔE to the lowest compared entry with this formula, charge and spin = 370.6 kJ/mol
⟨S²⟩ = 0.7707
2S+1 = 2

Record 3
Density functional theory data (ωB97M-V/def2-TZVPD) for 3 unconnected molecules or ions with the total composition C19H43FNO6 at a distorted geometry.

Positions of all 70 atoms, in Å:
1 C -3.00 0.15 0.46
2 C -1.86 -0.11 1.43
3 C -1.98 0.67 2.73
4 F -3.26 1.05 2.96
5 N -1.50 -0.04 3.97
6 C -0.32 -0.95 3.90
7 C -0.61 -2.06 4.93
8 C -2.13 -2.18 4.77
9 C -2.49 -0.70 4.90
10 H -2.74 -0.34 -0.47
11 H -3.90 -0.31 0.83
12 H -3.16 1.19 0.24
13 H -0.93 0.17 0.96
14 H -1.80 -1.18 1.59
15 H -1.40 1.58 2.65
16 H -1.14 0.74 4.53
17 H 0.64 -0.50 4.10
18 H -0.17 -1.49 2.98
19 H -0.49 -1.62 5.91
20 H -0.04 -2.96 4.76
21 H -2.39 -2.44 3.76
22 H -2.66 -2.70 5.55
23 H -3.54 -0.51 4.70
24 H -2.23 -0.34 5.88
25 C -2.72 0.10 -7.96
26 O -3.13 0.58 -6.70
27 C -3.76 -0.42 -5.92
28 C -3.78 -0.03 -4.47
29 O -2.54 -0.27 -3.79
30 C -1.49 0.64 -4.05
31 C -1.64 1.96 -3.33
32 O -2.53 2.82 -4.02
33 C -3.00 3.87 -3.21
34 H -3.57 -0.28 -8.54
35 H -2.26 0.93 -8.50
36 H -1.97 -0.70 -7.85
37 H -3.24 -1.38 -6.04
38 H -4.80 -0.54 -6.28
39 H -4.51 -0.66 -3.96
40 H -4.10 1.01 -4.34
41 H -1.34 0.79 -5.12
42 H -0.59 0.15 -3.66
43 H -0.66 2.46 -3.27
44 H -2.01 1.78 -2.31
45 H -3.57 3.48 -2.36
46 H -3.66 4.49 -3.82
47 H -2.17 4.49 -2.84
48 C 2.31 -1.11 -0.60
49 O 3.38 -0.48 0.06
50 C 2.96 0.63 0.82
51 C 3.99 0.97 1.88
52 O 3.91 0.13 3.03
53 C 4.44 -1.19 2.88
54 C 5.95 -1.24 2.87
55 O 6.44 -0.90 1.59
56 C 7.81 -0.56 1.62
57 H 1.80 -0.42 -1.28
58 H 2.71 -1.94 -1.18
59 H 1.60 -1.51 0.13
60 H 2.00 0.41 1.31
61 H 2.83 1.49 0.15
62 H 3.77 1.98 2.25
63 H 4.99 0.98 1.46
64 H 4.02 -1.68 2.00
65 H 4.09 -1.73 3.76
66 H 6.27 -2.26 3.11
67 H 6.34 -0.55 3.63
68 H 7.99 0.32 2.25
69 H 8.12 -0.33 0.60
70 H 8.41 -1.40 1.99

Computed properties:
total charge = +1
orbital gap = 8.024 eV

Record 4
Density functional theory data (ωB97M-V/def2-TZVPD) for 3 unconnected molecules or ions with the total composition C19H43O8S at a distorted geometry.

Positions of all 71 atoms, in Å:
1 C 1.87 0.65 2.71
2 C 1.98 1.26 1.16
3 O 0.78 2.01 0.75
4 C 0.74 3.36 1.33
5 O 1.83 4.18 1.34
6 C -0.64 4.04 1.97
7 C -1.46 3.05 2.98
8 C -2.87 2.56 2.27
9 S -2.77 0.88 1.45
10 C -4.50 0.12 1.38
11 H 2.06 1.45 3.54
12 H 0.81 0.14 2.76
13 H 2.68 -0.21 2.85
14 H 2.10 0.29 0.47
15 H 2.99 1.85 1.10
16 H -1.36 4.25 1.05
17 H -0.39 5.07 2.53
18 H -1.78 3.69 3.93
19 H -0.85 2.13 3.39
20 H -3.32 3.41 1.59
21 H -3.65 2.44 3.17
22 H -2.03 0.05 2.33
23 H -4.88 -0.05 0.27
24 H -5.31 0.76 1.96
25 H -4.48 -0.93 1.89
26 C 2.99 4.90 -3.66
27 O 2.76 3.53 -3.40
28 C 1.79 3.30 -2.37
29 C 0.83 2.17 -2.76
30 O -0.08 2.49 -3.81
31 C 0.47 2.66 -5.12
32 C 1.07 1.40 -5.75
33 O 2.30 1.05 -5.11
34 C 2.44 -0.35 -4.90
35 H 3.66 5.32 -2.91
36 H 3.46 4.98 -4.64
37 H 2.05 5.47 -3.69
38 H 1.22 4.21 -2.15
39 H 2.34 3.02 -1.47
40 H 0.21 1.96 -1.88
41 H 1.37 1.25 -2.97
42 H 1.18 3.50 -5.13
43 H -0.36 2.98 -5.75
44 H 1.30 1.59 -6.80
45 H 0.33 0.59 -5.69
46 H 1.52 -0.79 -4.50
47 H 3.23 -0.50 -4.16
48 H 2.73 -0.84 -5.83
49 C -0.41 -7.12 2.81
50 O -1.12 -6.04 2.21
51 C -1.96 -5.34 3.12
52 C -1.86 -3.82 2.91
53 O -0.62 -3.25 3.33
54 C 0.55 -3.58 2.57
55 C 0.55 -3.05 1.13
56 O -0.38 -3.76 0.32
57 C -1.11 -2.93 -0.57
58 H -1.07 -7.99 2.89
59 H 0.43 -7.37 2.16
60 H -0.01 -6.84 3.79
61 H -1.73 -5.59 4.16
62 H -2.99 -5.66 2.91
63 H -2.62 -3.36 3.54
64 H -2.09 -3.54 1.89
65 H 0.73 -4.66 2.60
66 H 1.39 -3.12 3.09
67 H 1.55 -3.19 0.69
68 H 0.33 -1.97 1.15
69 H -1.47 -2.03 -0.07
70 H -1.98 -3.49 -0.92
71 H -0.49 -2.67 -1.43

Computed properties:
total charge = +1
orbital gap = 7.215 eV

Record 5
Density functional theory data (ωB97M-V/def2-TZVPD) for a molecular structure, C19H44BeF6NO21S2 at a distorted geometry.

Positions of all 94 atoms, in Å:
1 Be -1.94 -3.23 1.68
2 C 1.03 -0.06 1.39
3 F 1.17 1.24 1.60
4 F 1.95 -0.55 0.59
5 F 1.09 -0.63 2.59
6 S -0.71 -0.37 0.64
7 O -1.72 -0.41 1.70
8 O -0.88 0.67 -0.34
9 N -0.57 -2.03 0.11
10 S -0.27 -1.81 -1.39
11 O -1.43 -1.75 -2.26
12 O 0.80 -0.92 -1.74
13 C 0.44 -3.56 -1.78
14 F -0.49 -4.45 -1.38
15 F 0.54 -3.74 -3.07
16 F 1.62 -3.67 -1.15
17 O -0.39 -2.81 3.49
18 H 0.57 -2.94 3.51
19 H -0.59 -2.29 4.28
20 O -0.42 -5.30 1.42
21 H 0.42 -5.66 1.70
22 H -0.84 -6.01 0.93
23 O -2.88 -4.80 0.06
24 H -2.56 -5.70 -0.07
25 H -3.27 -4.56 -0.79
26 C 2.03 2.00 -2.23
27 C 0.60 2.47 -2.47
28 C -0.02 3.57 -1.60
29 O -0.47 4.53 -2.56
30 C -0.16 4.12 -3.79
31 O -0.42 4.73 -4.80
32 O 0.52 2.96 -3.80
33 H 2.36 1.21 -2.90
34 H 2.01 1.51 -1.25
35 H 2.77 2.80 -2.23
36 H -0.03 1.59 -2.37
37 H 0.61 3.96 -0.80
38 H -0.91 3.22 -1.08
39 C -0.58 2.84 3.37
40 C 0.40 3.36 4.38
41 C 0.35 4.92 4.52
42 O 0.10 5.15 5.90
43 C -0.07 4.02 6.58
44 O -0.32 3.94 7.75
45 O 0.16 3.01 5.75
46 H -0.64 1.76 3.45
47 H -0.36 3.13 2.35
48 H -1.56 3.31 3.53
49 H 1.43 3.03 4.24
50 H -0.32 5.44 3.83
51 H 1.33 5.29 4.22
52 C -3.82 0.41 -2.55
53 C -4.57 1.61 -1.95
54 C -4.11 2.17 -0.58
55 O -3.79 3.51 -0.82
56 C -3.89 3.80 -2.11
57 O -3.69 4.89 -2.57
58 O -4.29 2.74 -2.78
59 H -2.75 0.56 -2.49
60 H -4.19 0.23 -3.55
61 H -4.03 -0.50 -1.98
62 H -5.65 1.49 -1.89
63 H -3.22 1.61 -0.28
64 H -4.88 2.09 0.19
65 C 1.17 -6.01 -4.99
66 O 1.76 -7.00 -5.81
67 H 1.26 -6.30 -3.94
68 H 1.68 -5.06 -5.13
69 H 0.11 -5.94 -5.19
70 H 2.65 -7.11 -5.47
71 C 3.97 3.35 0.58
72 O 2.97 4.36 0.44
73 H 4.18 2.74 -0.30
74 H 4.94 3.69 0.95
75 H 3.59 2.60 1.29
76 H 2.87 4.91 1.22
77 C 3.40 -3.24 2.19
78 O 2.49 -3.90 3.05
79 H 3.00 -2.32 1.75
80 H 4.29 -2.97 2.75
81 H 3.72 -3.83 1.32
82 H 2.18 -4.65 2.53
83 C -2.56 -2.29 -5.21
84 O -2.93 -3.63 -5.39
85 H -3.01 -1.59 -5.92
86 H -2.93 -1.98 -4.23
87 H -1.50 -2.12 -5.03
88 H -2.80 -3.88 -6.32
89 C 2.88 0.74 4.99
90 O 3.40 1.47 3.90
91 H 3.67 0.80 5.74
92 H 1.91 1.09 5.35
93 H 2.72 -0.32 4.76
94 H 4.32 1.23 3.79

Computed properties:
total charge = +1
orbital gap = 3.429 eV

Record 6
Density functional theory data (ωB97M-V/def2-TZVPD) for 6 unconnected molecules or ions with the total composition C19H44N5O8Si at a distorted geometry.

Positions of all 77 atoms, in Å:
1 C 2.15 -1.33 3.81
2 C 1.23 -0.13 4.01
3 O -0.09 -0.64 4.06
4 C -1.04 0.17 3.37
5 Si -2.76 -0.38 3.97
6 C -2.85 -2.28 3.68
7 O -2.85 -2.57 2.45
8 O -2.88 -3.06 4.64
9 H 3.06 -1.07 3.28
10 H 2.33 -1.83 4.75
11 H 1.60 -2.02 3.19
12 H 1.45 0.28 5.00
13 H 1.38 0.62 3.25
14 H -1.01 -0.02 2.29
15 H -0.86 1.23 3.51
16 H -3.82 0.34 3.23
17 H -2.81 -0.10 5.43
18 C 2.46 1.56 7.34
19 O 3.30 1.77 6.50
20 N 1.94 2.50 8.16
21 C 0.93 2.19 9.15
22 C 2.40 3.87 8.03
23 H 2.03 0.56 7.51
24 H 0.02 2.76 8.95
25 H 1.29 2.43 10.15
26 H 0.69 1.13 9.11
27 H 2.21 4.24 7.02
28 H 3.48 3.91 8.20
29 H 1.89 4.50 8.75
30 C -3.31 -1.78 -0.47
31 O -3.04 -0.60 -0.49
32 N -3.46 -2.54 -1.58
33 C -3.79 -3.95 -1.48
34 C -3.28 -1.93 -2.88
35 H -3.47 -2.35 0.47
36 H -3.00 -4.54 -1.95
37 H -4.74 -4.14 -1.99
38 H -3.88 -4.23 -0.44
39 H -2.28 -1.51 -2.97
40 H -4.00 -1.12 -3.01
41 H -3.43 -2.67 -3.66
42 C -0.11 3.24 -1.53
43 O -0.14 3.19 -0.32
44 N -1.13 2.95 -2.36
45 C -0.99 3.06 -3.80
46 C -2.40 2.51 -1.79
47 H 0.80 3.56 -2.08
48 H -1.72 3.78 -4.18
49 H -1.17 2.09 -4.26
50 H 0.00 3.40 -4.06
51 H -2.79 3.29 -1.13
52 H -2.26 1.60 -1.21
53 H -3.11 2.32 -2.59
54 C 1.80 4.15 -6.88
55 O 0.97 3.44 -6.35
56 N 3.06 4.30 -6.43
57 C 4.02 5.16 -7.10
58 C 3.47 3.57 -5.24
59 H 1.58 4.75 -7.78
60 H 4.88 4.58 -7.43
61 H 4.36 5.94 -6.41
62 H 3.56 5.64 -7.96
63 H 3.35 2.50 -5.41
64 H 2.84 3.85 -4.40
65 H 4.51 3.79 -5.01
66 C -0.72 -5.26 -3.69
67 O -1.01 -4.16 -3.26
68 N 0.18 -6.08 -3.13
69 C 0.49 -7.38 -3.69
70 C 0.86 -5.65 -1.92
71 H -1.19 -5.67 -4.60
72 H 0.26 -8.17 -2.96
73 H 1.55 -7.44 -3.95
74 H -0.10 -7.56 -4.59
75 H 0.13 -5.45 -1.13
76 H 1.41 -4.72 -2.11
77 H 1.55 -6.42 -1.59

Computed properties:
total charge = -1
orbital gap = 5.318 eV
ΔE to the lowest compared entry with this formula, charge and spin = 32.0 kJ/mol

Q: What is the total charge in the first record?
A: +1

Q: total charge of number 2 (C19H43CeOP3S)?
A: +3

Q: Number 4 is which compound?
A: C19H43O8S

Q: Which value of total charge does entry 4 give?
A: +1